Density functional theory data (the ωB97M-V functional and the def2-TZVPD basis) for a molecular structure, C24H26IN3OsS2Si.

Last column: natural (NBO) charge in e.
Positions of all 58 atoms, in Å:
Os -0.096043 0.150295 -0.098788  0.520
I 0.804450 -1.315435 1.945225  0.496
C -1.149105 -1.727738 2.544565  -0.147
C -1.395693 -2.516044 3.634909  -0.196
C -2.725237 -2.767097 4.014374  -0.189
C -3.750595 -2.215840 3.297245  -0.163
C -3.494016 -1.391195 2.177600  0.005
C -4.561332 -0.803967 1.456987  -0.084
C -4.329418 0.020522 0.388795  -0.247
C -3.011013 0.293082 0.003722  -0.130
C -1.907841 -0.277388 0.634014  -0.246
C -2.159111 -1.128619 1.774003  -0.121
H -0.583457 -2.942006 4.209446  0.244
H -2.924704 -3.387711 4.876467  0.249
H -4.778466 -2.396924 3.584121  0.238
H -5.575009 -1.007529 1.780312  0.237
H -5.153039 0.480969 -0.138849  0.243
H -2.853806 0.985331 -0.813323  0.223
C -0.211951 6.761794 -1.045053  -1.115
Si 1.097498 5.445412 -1.204430  1.618
C 2.328922 5.824766 -2.550377  -1.116
C 1.943211 5.118536 0.425555  -1.131
C 0.169405 3.864577 -1.782805  -0.440
C -0.524234 3.896177 -3.007933  -0.090
C -1.201830 2.798123 -3.499653  -0.235
C -1.211885 1.623214 -2.762154  0.070
N -0.587454 1.563918 -1.591489  -0.490
C 0.084431 2.653878 -1.141087  0.081
S 0.799280 2.061196 0.413390  0.275
H 0.243044 7.706017 -0.739006  0.263
H -0.963041 6.501077 -0.297574  0.249
H -0.726458 6.945216 -1.990332  0.246
H 2.886544 6.730262 -2.302783  0.263
H 1.844055 5.999902 -3.512746  0.246
H 3.052169 5.017974 -2.680052  0.250
H 2.451520 6.038813 0.724667  0.269
H 2.707717 4.341925 0.362721  0.245
H 1.246298 4.867292 1.227143  0.244
H -0.526090 4.809976 -3.591428  0.239
H -1.712894 2.837886 -4.450787  0.248
H -1.694985 0.719193 -3.103380  0.235
C -1.253441 -5.680240 -1.678201  -0.673
C -1.342183 -4.293694 -2.208383  0.343
C -2.309071 -3.824862 -3.066779  -0.293
C -2.251158 -2.497305 -3.492516  0.358
N -1.281820 -1.661914 -3.072775  -0.475
C -0.369304 -2.117138 -2.254115  0.325
S 1.029406 -1.202935 -1.687957  -0.037
N -0.396003 -3.407299 -1.825771  -0.502
C -3.241688 -1.934555 -4.448248  -0.666
H -2.059841 -6.292414 -2.071079  0.263
H -1.316717 -5.671686 -0.588535  0.258
H -0.301437 -6.133267 -1.960890  0.266
H -3.090040 -4.485591 -3.412377  0.261
H 0.359901 -3.697667 -1.213539  0.453
H -3.999939 -2.659979 -4.728779  0.245
H -2.717136 -1.594248 -5.342877  0.268
H -3.722478 -1.059908 -4.007099  0.252

Cartesian forces, eV/Å:
Os -0.1 -0.3 -0.2
I -0.1 0.0 0.0
C 0.0 0.0 0.0
C 0.1 0.0 0.0
C -0.1 0.0 0.0
C 0.0 0.0 0.0
C 0.0 0.0 0.0
C 0.0 0.0 0.0
C 0.0 0.0 0.1
C 0.1 0.1 -0.2
C 0.1 0.2 0.1
C 0.1 0.0 0.0
H 0.0 0.0 0.0
H 0.0 0.0 0.0
H 0.0 0.0 0.0
H 0.0 0.0 0.0
H 0.0 0.0 0.0
H 0.0 0.0 0.0
C 0.0 0.0 0.0
Si 0.0 0.0 0.0
C 0.0 0.0 0.0
C 0.0 0.0 0.0
C 0.0 -0.1 0.0
C 0.0 0.0 0.0
C 0.0 0.0 0.0
C 0.0 0.0 0.0
N 0.1 0.3 0.1
C -0.1 -0.2 0.2
S -0.1 0.2 0.0
H 0.0 0.0 0.0
H 0.0 0.0 0.0
H 0.0 0.0 0.0
H 0.0 0.0 0.0
H 0.0 0.0 0.0
H 0.0 0.0 0.0
H 0.0 0.0 0.0
H 0.0 0.0 0.0
H 0.0 0.0 0.0
H 0.0 0.0 0.0
H 0.0 0.0 0.0
H 0.0 0.0 0.0
C 0.0 0.0 0.0
C 0.0 0.0 0.0
C 0.0 0.0 0.0
C 0.0 0.0 0.0
N -0.1 0.0 0.1
C 0.2 0.0 -0.1
S -0.1 -0.2 0.2
N 0.0 0.0 -0.1
C 0.0 0.0 0.0
H 0.0 0.0 0.0
H 0.0 0.0 0.0
H 0.0 0.0 0.0
H 0.0 0.0 0.0
H 0.0 0.0 0.0
H 0.0 0.0 0.0
H 0.0 0.0 0.0
H 0.0 0.0 0.0

Energy relative to the best compared isomer or geometry (same formula, charge and spin)   18.17 kcal/mol
Total energy   -2568.197869 Eh
Multiplicity   1
Net charge   +2
E_LUMO   -7.527 eV
HOMO-LUMO gap   6.5 eV



Density functional theory data (the ωB97M-V functional and the def2-TZVPD basis) for C2H3NOS2 in the gas phase in a non-equilibrium geometry.

Last column: natural (NBO) charge in e.
Positions of all 9 atoms, in Å:
S -1.941904 -1.453358 -0.211181  -0.069
C -1.617995 0.227767 0.036448  -0.083
N -0.250597 0.783601 -0.029440  -0.340
O 0.704893 0.012457 -0.774806  -0.349
C 1.535018 -0.627569 0.126314  0.049
S 3.118016 -0.869326 -0.136522  0.021
H -2.411713 0.892962 0.271649  0.208
H -0.163526 1.745303 -0.287519  0.391
H 1.027809 -0.711837 1.005053  0.171

Cartesian forces, eV/Å:
S 0.7 3.8 0.6
C 3.2 -3.7 -1.4
N -3.0 -2.3 0.0
O -0.3 0.4 0.6
C 1.9 1.4 -2.5
S -1.3 -0.2 0.0
H -0.2 0.9 0.3
H 0.1 0.5 -0.3
H -1.1 -0.8 2.6

Energy relative to the best compared isomer or geometry (same formula, charge and spin)   83.16 kcal/mol
Total energy   -1004.255020 Eh
SMILES   S=CNOC=S
Multiplicity   1
E_LUMO   -0.570 eV
HOMO-LUMO gap   8.7 eV



Density functional theory data (the ωB97M-V functional and the def2-TZVPD basis) for a molecular structure, C28H50O15S in a non-equilibrium geometry.

Last column: Mulliken charge in e.
Positions of all 94 atoms, in Å:
C 2.167841 29.141857 0.380800  0.464
C 3.142590 28.319468 1.232092  0.597
C 4.268903 29.273154 1.979039  -0.521
O 4.079589 28.928877 3.316516  -0.305
C 3.024748 28.147326 3.494971  0.587
O 2.665935 27.780941 4.619441  -0.596
O 2.487642 27.730471 2.332011  -0.391
H 1.581260 29.809428 1.011962  -0.380
H 1.414907 28.606849 -0.197951  -1.088
H 2.657736 29.819421 -0.318490  0.522
H 3.708025 27.690681 0.544343  0.187
H 4.368277 30.326707 1.717782  0.331
H 5.212233 28.939174 1.546974  0.339
C 3.764218 26.810608 -5.866427  -0.111
C 3.933366 25.592853 -6.741575  0.224
C 5.340386 25.532815 -7.559097  -0.715
O 6.169204 24.644957 -6.930661  -0.290
C 5.490383 24.069282 -5.888104  0.743
O 5.964129 23.117726 -5.271919  -0.612
O 4.155899 24.494333 -5.844093  -0.464
H 4.724397 27.166130 -5.492572  -0.739
H 3.236937 26.685535 -4.920682  -0.532
H 3.289547 27.643706 -6.384832  0.455
H 3.095048 25.286856 -7.367428  0.458
H 5.671747 26.557697 -7.392051  0.357
H 5.269415 25.151792 -8.577865  0.335
C -1.576845 28.032562 -2.232756  -1.145
C -0.054142 28.115799 -2.520204  1.501
C 0.914774 27.602360 -1.453930  0.282
O 1.984648 27.239758 -2.165611  -0.078
C 1.651529 26.965799 -3.454601  0.145
O 2.458538 26.419765 -4.272147  -0.648
O 0.414999 27.403030 -3.673789  0.547
H -1.865401 28.750171 -1.464734  -0.031
H -1.899796 27.050764 -1.886520  -0.675
H -2.128136 28.274228 -3.141480  0.168
H 0.268902 29.140846 -2.701911  -0.174
H 0.550707 26.758442 -0.867968  0.180
H 0.923948 28.432453 -0.747561  -0.448
C -1.365565 28.694938 -6.029731  -0.258
C -2.080042 27.505227 -5.278112  0.730
O -1.646300 26.983997 -4.275037  -0.561
C -3.495134 27.256038 -5.590007  -1.411
H -1.547461 29.555616 -5.386105  -0.596
H -1.801620 28.921562 -7.002668  0.467
H -0.283490 28.566695 -6.002247  0.134
H -3.800903 26.502420 -4.864290  0.314
H -3.521404 26.887557 -6.615483  0.421
H -4.005403 28.121832 -5.167947  0.321
C -0.082680 31.840586 -4.971930  -1.280
C -0.631446 31.166212 -3.724741  1.002
O 0.122082 30.793448 -2.841714  -0.588
C -2.165317 31.154065 -3.588280  -1.141
H -0.555457 32.782572 -5.249862  0.392
H -0.068085 31.077474 -5.750098  0.260
H 0.995671 31.936373 -4.845121  0.393
H -2.591276 32.147119 -3.445150  0.493
H -2.405523 30.618609 -2.669750  0.122
H -2.702723 30.742501 -4.442634  0.342
C -1.902005 24.459537 -1.243461  0.065
C -3.196533 23.903036 -1.643794  0.745
O -3.222977 23.108578 -2.533210  -0.548
C -4.427949 24.160163 -0.778066  -1.205
H -1.774804 25.497662 -1.550413  -0.219
H -1.079447 23.967385 -1.762398  0.317
H -1.815225 24.273806 -0.172918  0.496
H -4.072381 23.996754 0.239267  0.330
H -5.216175 23.424211 -0.936673  0.334
H -4.867964 25.156984 -0.807021  0.299
C -1.193514 29.251613 0.775086  -0.944
C -0.535696 30.440725 0.109770  0.838
O -0.317794 30.565029 -1.068865  -0.147
C -0.049411 31.558813 1.027482  -1.414
H -1.732149 28.491787 0.208847  0.351
H -1.822039 29.611272 1.589774  0.527
H -0.457690 28.693944 1.354458  0.185
H 0.769584 31.221313 1.662663  0.318
H -0.832042 32.079139 1.579602  0.412
H 0.456484 32.346365 0.468972  0.341
C 4.078086 27.939933 -3.276455  -0.452
C 4.064239 26.545863 -2.530638  -0.408
C 4.975785 25.614871 -3.300456  -0.597
S 6.356458 26.606964 -3.999435  1.107
O 6.647334 26.341335 -5.445500  -0.576
O 7.519343 26.872953 -3.062254  -0.790
C 5.439766 28.141275 -4.043835  -1.105
H 3.855423 28.850487 -2.720209  0.586
H 3.258144 27.752007 -3.969625  0.163
H 3.019558 26.251472 -2.430278  0.553
H 4.469874 26.615355 -1.521307  0.259
H 4.474485 25.132923 -4.139818  0.365
H 5.534996 24.832966 -2.786652  0.768
H 5.252529 28.526476 -5.046165  0.486
H 6.088564 28.852724 -3.532958  0.523

Cartesian forces, eV/Å:
C 0.8 1.6 2.3
C 1.0 3.5 -0.7
C -0.3 -1.9 -2.7
O 0.6 1.0 0.3
C -0.8 -1.9 3.7
O 0.6 1.0 -3.4
O -0.1 -0.3 -0.1
H 0.5 -0.2 0.3
H 5.7 2.0 6.2
H 0.4 -0.2 -0.2
H -0.3 -0.9 0.6
H -1.3 0.3 0.7
H 0.4 -0.6 0.8
C 3.6 1.5 -4.5
C 1.7 -0.6 -0.1
C -2.2 1.7 -0.3
O -0.9 -2.1 1.7
C 0.7 -2.9 -1.0
O -1.6 2.9 -0.7
O 2.0 -1.6 0.2
H -0.7 -0.7 -1.9
H 4.0 0.6 -4.7
H -0.1 0.2 -0.3
H -0.1 0.4 0.0
H 0.6 -0.1 -0.9
H -0.3 0.7 -0.2
C 0.5 0.7 0.2
C -0.4 0.0 1.1
C -6.3 -0.6 -0.8
O -0.3 1.5 -0.1
C -1.0 -0.8 -1.4
O -13.9 -3.3 8.6
O 2.7 -1.1 -1.1
H 0.5 0.0 -0.4
H 0.1 0.4 -0.3
H 0.0 0.3 1.1
H -0.5 -0.6 0.1
H -0.2 -0.4 0.0
H -3.8 -2.3 -6.1
C -0.3 -1.2 1.2
C 0.7 0.9 0.4
O -0.6 -1.2 -2.7
C 0.2 -0.9 0.6
H -0.2 -0.1 -0.1
H 0.3 -0.2 0.0
H -0.1 -0.2 -0.4
H 0.0 -0.5 -0.5
H -1.1 0.7 -0.1
H -0.5 0.5 -1.3
C 0.9 -0.8 0.3
C 0.5 1.6 0.1
O 0.2 1.4 -7.6
C 0.2 -0.4 0.8
H -0.1 -0.3 -0.2
H -0.7 0.2 -0.5
H 0.0 0.6 0.4
H 0.5 0.3 -0.1
H -0.2 -0.2 -0.2
H 0.2 -0.1 0.0
C 1.3 0.5 0.3
C -1.0 -0.3 0.2
O -0.6 -0.9 -1.4
C 0.3 -0.2 0.5
H -0.3 -0.1 0.7
H -0.2 -0.4 0.0
H 0.4 0.6 0.1
H -0.1 0.2 0.3
H 0.2 0.1 -0.4
H 0.3 0.1 -0.2
C -0.1 -0.2 1.2
C 0.1 0.8 1.1
O -1.7 -1.2 5.6
C 0.3 0.5 0.0
H 0.1 0.6 -0.1
H -0.3 0.2 -0.1
H 0.5 0.0 -0.1
H -0.6 -0.2 0.6
H -0.1 -0.5 0.3
H -0.3 -0.2 -0.6
C 1.5 0.1 -0.4
C 2.9 0.2 0.8
C 1.2 -0.6 -0.4
S 2.5 2.2 -0.9
O 0.4 0.2 3.8
O -3.0 -1.5 -1.9
C -0.9 1.3 1.7
H 0.1 -0.3 0.6
H 2.2 2.7 0.5
H 3.7 -2.0 0.2
H 0.0 0.3 0.3
H 0.2 0.3 0.4
H -0.4 0.0 0.5
H 0.5 0.0 0.3
H 0.0 0.0 0.2

Energy relative to the best compared isomer or geometry (same formula, charge and spin)   441.49 kcal/mol
Total energy   -2623.000496 Eh
Multiplicity   1
E_LUMO   -0.040 eV
HOMO-LUMO gap   8.5 eV



Density functional theory data (the ωB97M-V functional and the def2-TZVPD basis) for C5H2O2 in the gas phase in a non-equilibrium geometry.

Last column: natural (NBO) charge in e.
Positions of all 9 atoms, in Å:
C -3.365294 0.612752 -0.193134  -0.117
C -2.086536 0.594565 -0.085375  -0.135
C -0.689958 0.664357 0.063058  0.086
C 0.548442 0.490601 0.104914  -0.113
C 1.780743 -0.523371 0.409311  0.761
O 1.874483 -1.634017 1.074295  -0.531
O 2.785562 -0.337925 -0.568328  -0.694
H -4.413180 0.810674 -0.230947  0.251
H 3.565739 -0.677637 -0.573794  0.492

Cartesian forces, eV/Å:
C 7.1 0.2 0.7
C -5.5 0.8 -0.4
C 2.4 -1.4 -0.2
C -1.0 -2.4 1.4
C 1.7 -5.0 -0.8
O -1.7 6.6 -2.3
O -10.4 5.7 0.6
H 0.0 -0.3 -0.1
H 7.4 -4.3 1.1

Energy relative to the best compared isomer or geometry (same formula, charge and spin)   52.64 kcal/mol
Total energy   -341.991000 Eh
SMILES   C#CC#CC(=O)O
Multiplicity   1
E_LUMO   -0.772 eV
HOMO-LUMO gap   9.3 eV